1.
C44H47Br2MoN2O6Se | ωB97M-V/def2-TZVPD

Summary:
Expectation value of S² = 2.331
Spin multiplicity = 3
Total charge = -1
Kohn-Sham gap (alpha / beta) = 7.020 / 4.761 eV

Each line ends with the Löwdin charge.
CARTESIAN COORDINATES (ANGSTROEM)
C1 -2.366 -4.114 3.429  -0.1294
H1 5.191 0.079 -1.910  0.0896
C2 -4.318 -5.833 2.456  -0.0947
C3 -6.573 -1.328 -1.467  -0.1062
H2 8.169 -1.775 -0.543  0.0783
H3 -5.077 -6.504 2.072  0.0991
H4 -0.520 5.513 2.954  0.0920
H5 -4.547 -4.415 0.858  0.0926
C4 6.265 -2.550 -2.391  -0.0494
C5 -2.088 0.615 -3.949  -0.0142
H6 2.945 3.813 -1.198  0.0852
Se1 -2.602 -2.244 1.245  0.9844
O1 1.587 0.824 2.945  -0.0415
O2 1.308 0.598 0.321  -0.3345
C6 -5.596 -1.988 -2.199  -0.0835
H7 -3.130 -0.248 5.015  0.0844
C7 -4.286 -1.535 -2.199  -0.0256
H8 1.512 2.593 -2.996  0.0890
C8 3.057 1.707 -1.738  -0.5198
C9 -0.388 4.820 -0.356  -0.1383
N1 0.226 0.687 2.733  -0.2152
H9 -2.135 -5.519 5.024  0.0997
Br1 1.225 -2.304 1.416  0.8005
H10 5.497 -3.245 -2.733  0.0892
H11 0.888 1.447 -1.801  0.0482
H12 -1.603 -3.441 3.800  0.0958
C10 -2.485 3.327 -3.547  -0.0834
C11 -2.159 2.862 -4.811  -0.1063
C12 6.232 -3.553 -0.119  -0.0734
C13 4.726 -1.583 -0.663  -0.1845
C14 -0.407 5.557 0.813  -0.7014
O3 -2.228 0.854 -0.275  -0.3683
C15 -2.602 2.443 -2.485  -0.0398
H13 -0.307 5.316 -1.315  0.0968
H14 -3.389 0.818 1.036  0.0272
Br2 -0.282 7.461 0.734  0.6646
C16 -2.501 0.140 -1.453  -0.3614
C17 -1.403 -0.965 -1.545  -0.5934
C18 -2.667 -5.281 4.111  -0.0943
C19 -3.935 -0.395 -1.482  -0.1473
H15 1.908 0.914 2.030  0.0658
H16 0.625 1.717 5.423  0.0862
C20 3.095 2.847 -0.708  -0.0308
H17 4.205 1.203 -3.525  0.0860
H18 4.065 2.858 -0.205  0.0882
O4 -3.432 0.811 2.015  -0.0774
H19 -0.669 3.085 3.066  0.0850
C21 -2.380 1.082 -2.670  -0.1134
C22 3.290 0.374 -1.023  -0.0779
Mo1 -0.654 0.625 0.902  1.7069
C23 -6.236 -0.176 -0.774  -0.0807
C24 -0.465 0.716 3.874  -0.3247
C25 2.329 -0.138 -0.100  -0.3447
H20 -2.048 3.555 -5.636  0.0927
H21 -2.648 4.387 -3.387  0.0997
H22 -3.815 1.190 4.260  0.0723
H23 3.842 -3.131 0.544  0.0879
H24 -7.587 -1.707 -1.440  0.0924
H25 -1.734 1.121 -5.996  0.0967
H26 7.055 -1.022 0.613  0.0900
C26 -1.973 1.501 -5.010  -0.0844
H27 5.117 2.146 -2.323  0.0800
H28 7.206 -0.374 -1.025  0.0749
C27 -0.556 2.749 0.940  -0.2089
C28 -1.834 0.751 3.635  -0.3157
C29 -4.023 -4.667 1.771  -0.1334
H29 -0.427 2.874 -1.198  0.0690
H30 7.246 -2.999 -2.567  0.0794
N2 -2.088 0.758 2.325  -0.2289
H31 -4.707 1.238 -0.314  0.1137
H32 6.195 -1.642 -2.992  0.0754
C30 7.195 -1.291 -0.436  -0.0520
H33 -1.929 -0.443 -4.101  0.1078
C31 6.081 -2.244 -0.897  -0.5601
H34 3.874 2.926 -3.303  0.0828
C32 -4.935 0.302 -0.808  -0.0348
C33 0.212 0.728 5.206  -0.0167
H35 -0.486 0.448 5.992  0.0712
H36 1.044 0.025 5.189  0.0801
H37 -5.853 -2.871 -2.771  0.0973
C34 4.137 2.003 -2.784  -0.0759
C35 -0.458 3.437 -0.274  -0.1282
H38 -6.985 0.355 -0.199  0.0996
C36 -0.508 4.932 2.041  -0.1435
C37 3.735 -2.144 0.118  -0.0876
C38 1.711 1.649 -2.481  -0.0317
C39 -2.906 0.768 4.679  -0.0146
C40 2.570 -1.440 0.375  -0.5327
H39 6.106 -3.391 0.953  0.0864
C41 4.449 -0.347 -1.248  0.0082
H40 7.233 -3.956 -0.284  0.0792
H41 -2.596 1.362 5.538  0.0746
H42 1.728 0.846 -3.220  0.0977
H43 5.509 -4.300 -0.450  0.0844
H44 -3.526 -2.084 -2.735  0.1066
H45 -3.861 -7.067 4.154  0.0969
O5 -1.392 -1.829 -2.406  0.0451
C42 -3.639 -6.147 3.627  -0.0953
O6 -0.491 -0.802 -0.649  -0.2335
H46 -2.855 2.800 -1.496  0.1129
C43 -0.587 3.546 2.090  -0.0936
C44 -3.036 -3.798 2.246  -0.6259
H47 2.322 2.727 0.043  0.0637

---

2.
C44H47BrN3O5PbTe | ωB97M-V/def2-TZVPD

Summary:
Expectation value of S² = 0.762
Spin multiplicity = 2
Kohn-Sham gap (alpha / beta) = 7.839 / 6.329 eV

Each line ends with the Löwdin charge.
CARTESIAN COORDINATES (ANGSTROEM)
O1 1.233 1.320 -1.636  -0.2352
C1 2.194 -1.515 0.643  -0.2979
H1 5.430 3.943 3.290  0.0809
H2 2.292 -7.385 -0.319  0.1154
H3 -0.323 2.217 1.603  0.0842
C2 1.825 2.142 1.401  -0.1877
C3 1.305 -2.083 3.215  -0.0101
C4 -2.520 7.726 -0.630  -0.0248
H4 2.609 1.896 3.375  0.1071
C5 2.822 -1.190 -0.685  -0.0713
Pb1 -0.155 0.024 -2.765  1.3921
H5 5.269 3.682 0.548  0.1198
C6 2.104 2.604 0.114  -0.0653
C7 1.054 2.387 -0.937  -0.5430
C8 0.188 -7.677 -0.083  -0.2640
C9 -1.875 0.013 0.009  -0.7005
N1 -1.074 -0.649 -0.838  -0.3296
C10 -3.572 3.277 -2.388  -0.0524
C11 -2.817 2.216 -2.869  -0.1810
H6 -5.512 4.159 -2.274  0.1144
C12 2.880 -1.049 1.766  -0.0172
H7 -2.439 -1.692 -4.735  0.0902
H8 1.324 -9.493 0.116  0.0734
C13 0.289 -9.157 0.157  -0.0492
H9 -0.277 -9.718 -0.588  0.0819
C14 -1.880 5.459 -0.068  -0.1839
C15 5.123 2.907 3.141  -0.0521
H10 -0.350 -4.506 2.188  0.0871
C16 -1.018 7.240 1.217  -0.1020
H11 2.815 -0.115 -0.854  0.0644
H12 4.005 -0.115 3.940  0.0658
H13 2.320 -1.668 -1.527  0.0123
H14 -1.648 9.211 0.628  0.0940
O2 -2.058 1.231 -0.085  -0.0107
H15 -0.112 -9.423 1.137  0.0824
O3 -1.456 2.125 -2.801  -0.0923
H16 -5.321 0.390 -4.294  0.0990
H17 0.489 1.124 2.741  0.0863
C17 1.246 -5.531 -0.524  -0.2917
C18 3.634 3.602 -1.615  -0.0244
H18 -3.965 -1.437 -3.851  0.1051
C19 -1.730 8.153 0.416  -0.1045
H19 -1.950 -7.630 0.057  0.1188
H20 0.963 -2.322 4.217  0.1214
H21 -2.665 -4.288 0.419  0.0476
H22 4.767 2.524 4.098  0.0695
H23 0.292 0.670 1.046  0.0648
C20 3.344 3.147 -0.211  -0.2038
C21 0.584 -2.569 2.134  -0.2893
C22 -3.463 1.173 -3.546  -0.2013
C23 -4.949 3.311 -2.634  -0.0634
C24 -0.006 -4.920 -0.502  -0.3800
C25 -0.593 -3.464 2.408  -0.0633
H24 -2.878 -1.733 0.800  0.0570
C26 -1.171 -5.675 -0.307  -0.3201
H25 -3.306 -5.828 -0.155  0.0783
C27 -2.524 -0.758 1.134  -0.0115
H26 -3.736 -0.733 -5.479  0.1024
C28 4.305 3.245 0.787  -0.0054
H27 6.014 2.342 2.863  0.0805
C29 3.190 -0.770 4.245  -0.0456
C30 2.446 -1.303 3.052  -0.2615
H28 3.860 -1.530 -0.689  0.0934
H29 4.456 4.316 -1.632  0.0789
C31 -2.548 -5.067 -0.337  -0.0810
C32 -4.824 1.194 -3.772  -0.0590
C33 -1.079 5.881 0.990  -0.0165
H30 -3.349 -0.177 1.538  0.0862
H31 -0.979 2.679 -2.099  0.0612
H32 2.419 -4.059 -1.589  0.0577
H33 -0.880 -3.396 3.457  0.0859
H34 -1.783 -0.914 1.922  0.0754
H35 -0.527 5.181 1.605  0.1064
Br1 -7.418 2.337 -3.639  0.7427
H36 3.333 -5.453 -1.008  0.0803
C34 -3.009 4.406 -1.621  -0.2728
H37 2.764 4.079 -2.068  0.0866
H38 2.525 -0.203 4.900  0.0832
N2 -3.305 5.661 -1.844  0.1795
C35 1.317 -6.907 -0.307  -0.0121
N3 -2.173 4.213 -0.567  0.1675
H39 3.908 2.756 -2.249  0.0872
C36 -3.245 -0.989 -4.538  -0.0638
C37 -2.597 6.353 -0.872  -0.2264
C38 -5.554 2.285 -3.317  -0.6769
H40 -3.068 8.422 -1.251  0.1070
C39 1.019 -2.245 0.836  -0.3575
H41 3.613 -1.582 4.839  0.0845
H42 -0.407 7.614 2.028  0.0955
H43 2.813 -4.194 0.118  0.0818
Te1 -0.185 -2.788 -0.817  1.5723
C40 2.521 -4.768 -0.764  -0.0611
H44 3.775 -0.455 1.612  0.1266
H45 -1.924 3.306 -0.188  0.1176
C41 4.059 2.800 2.082  -0.2655
H46 -2.766 -4.609 -1.304  0.0738
C42 -1.051 -7.043 -0.097  -0.0165
C43 0.498 1.506 1.720  -0.0067
O4 -2.639 0.156 -3.958  -0.2242
O5 0.067 3.119 -1.008  0.0442
H47 -1.462 -3.204 1.805  0.0236
C44 2.816 2.252 2.371  -0.0194

---

Going through the records in order, we get total energy values of -268944.53262; -143683.50019 eV.
Going through the records in order, we get energy relative to the best compared isomer or geometry (same formula, charge and spin) values of 70.06; 0.00 kJ/mol.